DFT (ωB97M-V with the def2-TZVPD basis set) results for a cluster of 8 separate species, C42H114F2N18O12P6 in total in a non-equilibrium geometry.

Structure (XYZ):
```
194
C42H114F2N18O12P6 | OMol25 | ωB97M-V with the def2-TZVPD basis set
P -0.96 4.44 -4.65
P -3.85 2.06 6.22
P 3.08 -3.77 6.58
P 5.72 0.69 2.08
P -5.34 -2.24 -4.54
P 0.66 -2.36 -6.30
F 1.67 -0.45 -0.78
F -2.04 6.58 1.50
O 1.25 3.68 1.83
O -0.37 0.25 -0.38
O 4.81 0.15 1.05
O -5.24 2.48 6.62
O -0.55 -1.88 -6.96
O -5.09 -3.58 -3.92
O 3.10 -2.79 7.74
O 0.20 5.41 -4.88
O -0.61 4.91 0.95
O -0.40 -0.01 1.81
O -0.73 4.04 3.00
O -2.33 -0.30 0.63
N 4.85 1.03 3.53
N 2.00 -5.06 6.87
N -2.46 5.13 -4.39
N 4.63 -4.45 6.22
N -4.76 -0.91 -3.65
N -3.71 1.97 4.55
N -1.19 3.49 -6.09
N 1.01 -1.70 -4.69
N -2.60 3.16 6.55
N 2.42 -3.11 5.15
N 6.56 2.12 1.63
N -4.55 -2.09 -6.06
N -0.81 3.26 -3.30
N 0.69 -4.00 -5.96
N -6.96 -1.80 -4.82
N -3.31 0.55 6.88
N 7.00 -0.50 2.39
N 2.05 -2.21 -7.23
C 3.40 -2.61 -6.74
C -2.47 6.18 -3.40
C 7.66 2.02 0.64
C 2.10 -1.63 -8.55
C 0.06 -1.88 -3.54
C 1.52 -1.90 5.17
C 1.81 -0.45 -4.54
C -0.43 -4.82 -6.33
C -4.77 2.47 3.77
C 4.10 0.08 4.24
C 1.48 -4.54 -4.85
C -1.24 2.66 6.65
C 0.91 -4.90 7.80
C -8.05 -2.44 -4.15
C -2.63 1.47 3.77
C -3.61 -0.70 6.12
C 8.28 -0.18 3.10
C -4.74 -3.17 -7.02
C -3.88 -1.14 -2.57
C 0.29 3.47 -2.43
C -5.21 0.48 -3.81
C 6.79 -2.00 1.97
C 5.53 2.03 4.45
C -2.83 4.65 6.52
C -7.43 -0.82 -5.70
C -1.71 4.23 -7.23
C -2.01 4.51 2.78
C -4.17 -0.85 -6.62
C -0.11 2.54 -6.49
C 0.08 4.21 1.90
C 2.01 -6.27 6.12
C 2.43 -3.77 3.82
C -1.13 -0.04 0.69
C 0.91 0.12 1.45
C 5.85 3.35 1.32
C 0.93 0.44 0.00
C -1.57 1.97 -3.15
C -3.74 4.49 -4.65
C 5.36 -5.24 7.16
C 5.45 -3.76 5.19
C -3.23 0.43 8.27
C -1.95 5.21 1.40
H 1.42 -3.68 3.43
H -1.78 2.03 4.15
H -0.24 -5.89 -6.28
H 0.17 -4.75 7.01
H -2.84 1.62 2.71
H -1.03 2.73 7.72
H 0.54 2.30 -5.64
H -2.24 5.28 3.51
H -4.98 -0.33 -7.14
H 1.58 -6.12 5.13
H 5.76 3.27 0.24
H -0.25 -2.90 -3.33
H 0.05 4.24 -1.69
H 4.97 -3.86 4.21
H 5.74 -4.51 7.87
H 0.72 -5.84 8.32
H -2.63 0.43 4.09
H 8.04 3.02 0.44
H -3.68 -0.27 -1.95
H -4.96 2.14 2.75
H -3.48 -0.92 -7.46
H 6.25 -5.67 6.69
H 6.50 -4.03 5.09
H 2.77 -4.81 3.73
H 4.75 2.48 5.06
H -4.77 -4.13 -6.50
H 2.87 -3.17 3.03
H 3.36 -3.67 -6.48
H -5.69 -3.14 -7.55
H -2.47 1.81 -3.73
H -1.59 6.79 -3.61
H -2.70 -1.12 5.69
H -4.40 4.66 -3.80
H 6.45 4.24 1.52
H -4.22 0.17 8.65
H 7.80 -2.40 1.88
H 4.96 3.32 1.94
H -0.85 -4.48 -7.28
H 6.17 -2.45 2.75
H 1.37 0.78 2.18
H -1.24 -4.82 -5.60
H 1.54 -0.76 1.55
H 2.39 -0.24 -5.44
H -4.49 -1.81 -1.97
H -4.13 -1.38 6.79
H 3.37 -0.47 3.64
H -3.15 7.01 -3.61
H 2.94 -2.07 -9.09
H -0.95 -1.55 -3.77
H 1.39 -7.02 6.62
H 8.35 0.85 3.44
H -4.19 4.90 -5.55
H 5.40 -2.69 5.36
H 5.99 2.88 3.95
H -3.91 -3.30 -7.72
H 0.37 -1.39 -2.62
H 4.78 -0.59 4.77
H 1.30 1.45 -0.13
H -3.61 -0.29 -5.87
H 2.26 -0.56 -8.47
H -3.55 3.42 -4.79
H 2.98 -6.75 6.03
H 6.04 -2.09 1.18
H -7.76 -2.96 -3.23
H -2.61 4.78 0.65
H -6.54 -0.27 -5.99
H 1.86 -5.47 -5.28
H -8.46 -3.13 -4.88
H -7.93 -1.28 -6.56
H -2.13 5.22 7.13
H -0.53 3.29 6.10
H 8.39 -0.76 4.02
H 1.19 -1.76 -9.13
H -3.84 4.92 6.81
H 0.49 2.53 -1.91
H -2.75 5.85 -2.40
H -8.68 -1.57 -3.98
H -2.92 1.36 8.74
H -0.96 1.20 -3.62
H -8.10 -0.11 -5.21
H 2.38 -0.42 -3.62
H -4.26 -0.47 5.27
H 1.15 3.92 -2.92
H 8.47 1.43 1.08
H 0.96 -4.09 8.53
H -2.78 3.74 2.79
H -4.76 3.55 3.90
H 0.56 -2.40 5.03
H 6.40 1.52 4.86
H -5.23 0.55 -4.90
H 3.64 -1.93 -5.92
H 0.57 2.94 -7.24
H 0.77 -4.73 -4.06
H 1.56 -1.33 6.09
H 2.23 -3.92 -4.36
H 4.70 -5.99 7.61
H -6.20 0.64 -3.37
H -0.84 4.51 -7.82
H 4.20 -2.53 -7.49
H -2.45 -0.28 8.54
H -1.82 1.62 -2.14
H -2.92 -1.53 -2.91
H -5.69 2.12 4.24
H -2.33 3.59 -7.86
H -1.02 1.69 6.20
H -4.53 1.16 -3.30
H 9.03 -0.33 2.32
H -2.56 5.07 5.55
H 7.25 1.65 -0.30
H 1.79 -1.29 4.31
H -2.27 5.12 -6.97
H 3.58 0.41 5.14
H -0.68 1.69 -6.86
H 1.20 0.45 -4.43
```

Calculated values
ΔE to the lowest compared entry with this formula, charge and spin	26.5	kcal per mole
total charge	-1
HOMO (spin up / spin down)	0.36 / -6.01	eV
multiplicity	2
DFT total energy	-157962.472	eV